The following is a quantum chemistry calculation of a structure of composition C38H43Br3N4OSbZn, from the Open Molecules 2025 dataset.

Output
- energy above the lowest of the compared OMol25 structures with the same formula, charge and spin (kJ/mol) = 69.4
- HOMO (eV) = -9.916
- orbital gap (Eh) = 0.2245

```
! RIJCOSX wB97M-V def2-TZVPD def2/J DEFGRID3
* xyz 1 1
N 1.79100 -0.54651 -1.98902
H -2.10219 -3.78234 2.63874
C 1.72377 2.20738 -3.16193
N -2.04384 0.71994 -2.65200
C 0.54894 -3.98219 -1.46488
C -2.60311 2.81131 1.50342
C -2.42119 1.87416 -2.10017
H 3.33020 4.98452 -4.33148
C -1.67401 -2.45801 -1.97977
Sb -0.14631 -1.48259 1.73005
N -0.90738 1.48622 -0.24344
C -2.60521 -3.14229 1.91218
H 1.06619 4.10584 -3.90910
C -2.27771 -1.66099 2.10796
H -0.54415 -0.94637 5.09117
H -3.36700 3.79010 -2.35819
H -2.82314 0.23589 1.18873
H -0.79570 -5.67400 -1.42623
O 0.51709 1.80710 -2.95625
H 1.14120 -0.95083 5.59055
H 0.76771 3.36136 -0.68766
C 3.19718 3.98596 -3.93752
H 2.03474 0.39827 1.23350
H -2.44814 -0.14915 3.67564
H -2.53714 -1.82273 -2.14558
H 0.63274 3.43171 3.03762
C 0.51689 -3.22102 4.05129
C 2.34798 -1.66692 3.32371
H -0.24240 0.46552 1.57078
H -3.81744 -1.24939 3.54463
H 2.63807 -0.63146 3.13582
H 1.92268 4.06164 0.45361
H 0.18728 4.26483 0.72190
H -3.68266 -3.29145 2.03623
C -3.05807 1.37452 -4.70905
H -2.80379 -4.29565 -1.93186
H -3.29873 1.14345 -5.73545
C 4.33045 3.19124 -3.68273
H 3.93397 -2.11072 -1.22072
C 2.98123 -2.61531 -1.31066
Br 6.05237 3.88173 -4.03414
C 0.47289 -0.80409 4.73592
C 2.88391 1.41478 -2.91190
C -0.48516 1.66963 1.07060
C 2.91930 -4.00675 -1.06503
C -2.04583 2.06595 -0.66498
H -0.54662 -3.35404 4.25248
C -3.11104 2.84455 -2.81061
Zn -0.10439 0.30097 -1.78490
H -3.80841 3.21767 -0.25526
H 2.92712 -2.01785 4.18286
H 1.89188 1.12870 -0.36953
C -2.90638 2.77626 0.13286
H 1.17073 1.76755 3.30928
C -1.82361 -3.85145 -1.84291
C 0.95197 3.57179 0.36579
H 3.76606 -0.49043 -2.54492
C 1.85737 -1.91527 -1.65303
C -2.35781 0.48104 -3.92639
C 2.83018 0.06547 -2.45895
C 1.94043 3.50394 -3.70093
H 0.81669 -3.95365 3.29670
C -1.45174 2.27257 1.97259
C 1.27005 2.63558 2.65533
H -2.02351 -0.46495 -4.33553
H -2.59995 -1.06939 0.02197
H 0.57810 0.23177 4.41917
Br -4.31113 3.87767 -5.15379
C 4.17307 1.92897 -3.19800
H -1.23978 2.26886 3.03082
Br -3.83481 3.58577 2.69030
H 3.01460 1.80020 0.79834
N -0.51561 -1.85258 -1.89384
C -2.96187 -0.82796 1.02546
C 2.02975 1.34480 0.68457
H -2.32464 -1.80871 4.28428
C -3.42054 2.58416 -4.13344
H 2.64685 -2.26778 2.46109
C -2.72581 -1.18758 3.48433
C -0.71793 -4.60318 -1.56864
H -4.03903 -1.02410 1.04444
H 2.30296 2.97809 2.72318
C 0.60585 -2.59610 -1.67513
H 1.69928 -5.75535 -1.00209
C 1.74066 -4.68608 -1.16035
H 5.04008 1.30641 -3.01394
H 3.82945 -4.53425 -0.81518
C 0.95958 2.29099 1.20189
H 1.05722 -3.46434 4.97061
C 0.85486 -1.78920 3.63475
H -2.33756 -3.49188 0.91000
*
```

Löwdin atomic charge list, values in e, 5 entries: 0.029, 0.068, -0.354, 0.052, -0.155

---

The following is a quantum chemistry calculation of a cluster of 14 separate species, C48H121N5O14 in total, from the Open Molecules 2025 dataset.

Output
- energy above the lowest of the compared OMol25 structures with the same formula, charge and spin (kJ/mol) = 357.8
- HOMO (eV) = -8.023
- orbital gap (Eh) = 0.2977

```
! RIJCOSX wB97M-V def2-TZVPD def2/J DEFGRID3
* xyz 0 1
H 5.07569 0.13176 4.09313
C 0.49218 1.30861 -5.87142
H 2.50984 -0.58433 -6.15674
H 2.66257 -2.74493 6.91669
H 3.20344 -1.72679 -7.25291
H -0.14741 -6.12172 4.49726
H 1.09432 -6.05536 -1.25119
C -0.06485 -4.04465 4.00087
H -2.98613 3.66675 2.71990
H 2.68131 3.29182 8.07999
H 4.28787 2.63026 8.21885
C 3.19852 1.88713 6.47586
H -1.02751 -0.34717 -3.77919
H 0.54901 2.39962 -0.39422
C 1.59331 -4.61067 -0.10463
H 0.04909 2.17646 -5.37760
C 3.82213 -0.89689 5.48018
C -1.78480 1.03709 -6.90388
H 1.54068 0.98727 -1.88282
H -0.09334 3.95288 3.04815
H -2.62792 -0.90304 4.16752
H 0.66800 -3.26594 3.79861
H 4.78258 2.42024 5.05161
C 2.55637 -1.77775 7.41514
H 3.90602 2.48537 -0.15908
H -0.99545 3.26365 -0.19076
O -2.02349 -3.96323 0.74349
O 1.86639 0.82247 8.12994
H -0.00932 -2.48402 -4.45948
C 1.32348 -0.65251 5.58747
H 2.82476 4.46460 -0.59450
H 0.24770 -2.45209 -9.22766
H -5.38057 3.51667 0.82313
H 0.91279 -1.65167 5.44221
C -0.80931 -0.81241 1.95562
H 2.69068 2.70680 0.94238
H -2.98265 3.46130 0.93459
N 2.84400 0.63550 7.13749
C -0.48579 0.34457 -6.50882
H -1.02715 -4.95661 -4.44419
H 2.03148 -3.71860 1.79856
H 1.25780 2.80184 6.15154
H 1.84481 -3.08245 -8.82111
H 1.39056 -5.59031 3.82286
O -5.32687 -2.72140 3.36217
O -5.70769 3.33637 2.86115
O -0.59909 -6.86945 -1.74763
H -0.37552 1.88505 1.83753
C -0.62533 -5.24846 -3.47098
C 2.47338 -4.45153 1.12238
H -0.74397 2.21310 -2.37003
H -4.88025 -0.72442 3.28238
H 1.46111 -0.78461 -2.12138
H 4.85618 2.01588 1.92797
H 1.19796 0.97135 -8.53119
C -3.31306 -1.74653 4.29005
H 3.99428 3.82896 6.98462
C 1.28546 0.12556 1.04093
H -1.88243 1.36775 1.13742
H 2.57290 -5.36738 1.70874
C 0.59394 -5.31639 4.51640
H -6.20798 1.59425 -3.16961
H -1.61294 -1.39220 -5.99229
C 0.22616 4.68933 2.30733
H 0.45083 -5.29734 -3.64837
H 0.55668 -4.76096 0.22699
C -4.35248 -1.67884 3.19536
H -0.57258 -7.34862 -3.81780
H 4.17839 3.43872 2.76156
C 2.10922 2.46021 5.55525
H 1.11224 6.28507 3.48361
H 1.68000 -1.52273 -9.66121
H 4.62430 -1.30300 6.09364
H -0.19571 -3.03501 -6.92548
C -1.06702 1.57517 -1.54228
H -2.49138 6.80861 -1.43281
C -1.44830 -0.47347 -2.77993
C 0.95333 0.16657 -2.29385
C -3.50381 3.23551 1.86720
H 1.03230 1.08945 7.70281
H -3.85530 -1.82619 2.23612
H 0.74246 4.74780 -2.09453
H 3.45230 0.67092 4.02902
H 3.35273 3.53050 -4.49173
H -0.59184 -1.86878 1.78969
H 3.52568 -1.58140 4.68320
O -0.97491 5.08318 -2.30045
H -2.17443 1.67648 -6.11132
H -1.59818 1.73844 -7.72373
H -4.53965 -0.70147 -4.41399
H 0.51794 -0.02168 5.97173
H -1.50359 -1.56223 -2.67997
H 1.12315 3.31933 -3.55879
O -6.07896 -1.06732 -3.04283
C 1.25330 -2.17347 -8.89771
H -4.85412 1.74374 -4.30792
H -2.15221 1.51216 -1.48644
H 2.98557 5.16358 -3.84016
C -1.54597 4.92347 -1.00962
C 0.27138 -1.77411 -5.24528
N 0.08068 -0.34496 -7.68648
H 3.49340 -4.18424 0.84302
O 1.94683 -5.72971 -0.93545
C 2.60121 -0.61959 6.40320
H 1.79063 -0.84609 1.07428
H -0.48397 -7.81046 -1.57259
H 1.54334 -0.29674 4.57451
N -2.89071 -5.97130 0.10594
C -0.85213 -0.78127 -5.49309
C 3.64414 3.17896 0.65478
H -5.78656 -1.97028 -3.19831
C -2.72086 5.90563 -0.86931
H 2.15644 4.89901 3.26774
O 1.01389 -5.18724 5.87439
H -4.17271 -3.83246 2.15583
H 2.50693 5.58341 1.17734
H 1.49410 -3.13023 -6.29859
C -5.28684 1.13015 -3.51267
H 0.95582 0.20679 -3.38658
H -4.54689 1.08616 -2.71464
O 1.91373 6.22408 1.63643
C -4.92665 3.81211 1.77556
C 2.49900 -0.89794 -7.20360
H -0.81395 5.19697 -0.24612
H -2.77170 -2.68996 4.23234
O 0.37146 0.50308 -8.76088
H 1.46402 -3.75769 -0.77508
H -2.08227 -6.93060 -3.20516
C 0.65276 -2.47621 -6.52874
H 1.23674 1.75633 -6.54087
H -0.89047 -3.67582 4.60804
H -3.70201 -1.57907 5.29850
H -1.58137 4.79918 -2.98965
C 4.23065 0.37857 4.74240
H -5.27417 -3.02284 4.27325
H -6.11256 -0.36258 -4.96949
C -0.80876 1.44409 0.93796
C -2.94895 -4.77733 0.76147
C 3.54518 2.97752 7.49703
C -0.23334 0.01339 0.82134
O -0.12408 -1.88345 -0.58502
C -5.48591 -0.26249 -4.07552
H -1.90562 -0.80360 1.95123
C -1.02463 -6.65834 -3.09523
H -0.59472 -0.38806 2.93608
H -2.03847 -6.07386 -0.43495
H -2.46610 -0.10036 -2.70922
H 1.69612 1.77389 4.81948
H -0.56264 -4.34098 3.06918
H -4.90769 4.89965 1.72145
C 1.96426 3.41134 -2.86133
C -0.53293 2.28277 -0.29922
H -0.89379 -4.49453 -2.73442
H 0.45076 -5.72999 6.42523
H -3.68583 -6.54257 -0.09542
H -0.81310 -2.46693 -0.23090
H 2.52990 3.29452 4.99065
H -3.57531 2.14934 1.92191
H -1.30783 -0.36891 -4.59307
C 1.08115 -1.41497 -7.56776
C 3.08986 4.10732 -3.59872
N -0.59373 -0.57159 -0.47421
H -4.60854 -5.45386 1.77915
H 1.13500 -1.28039 -4.78383
H 5.26701 1.46263 6.39050
H -2.89497 6.19829 0.16519
N -4.00625 -4.67059 1.62519
H 2.81104 -0.05329 -7.81702
H 5.52911 3.61786 1.68447
H 2.23535 2.40214 -2.55076
C 4.59475 3.06964 1.82250
H 1.74306 -1.82881 8.13468
C 4.46532 1.56231 5.65274
C 1.41655 5.52710 2.75775
H 1.51525 0.56419 2.01660
O 3.44385 4.48053 0.16154
H -0.57889 5.34397 1.97413
H -3.60951 5.46250 -1.32597
H 1.12157 0.82427 -5.11869
C -0.48292 0.14978 -1.72552
H 1.81057 0.67779 0.26171
H 0.54586 4.09444 1.44681
H -1.78643 3.87838 -0.80170
H -2.52432 0.33051 -7.27632
H -5.98436 2.43671 2.67325
H 3.99115 4.11252 -2.97340
O 1.53975 4.26534 -1.79394
H 3.48799 -1.73993 7.99390
*
```

Löwdin atomic charge list, values in e, 5 entries: 0.112, -0.022, 0.065, 0.080, 0.088

---

The following is a quantum chemistry calculation of a cluster of 2 separate species, C6H6N2O2 in total, from the Open Molecules 2025 dataset.

Output
- energy above the lowest of the compared OMol25 structures with the same formula, charge and spin (kJ/mol) = 480.9
- HOMO (alpha / beta) (eV) = -10.058 / -9.670
- orbital gap (alpha / beta) (Eh) = 0.2686 / 0.2306

```
! RIJCOSX wB97M-V def2-TZVPD def2/J DEFGRID3
* xyz 0 1
C -1.20936 -1.07677 -0.09343
N 1.82424 -0.85513 2.24064
O -0.73226 0.11203 -0.19367
H -3.07132 -0.20402 -0.47985
C 1.63204 -0.13251 1.38957
C -2.74847 -1.12765 0.03090
C 1.57634 0.52377 0.18747
C 1.55472 2.02302 -0.10543
H 2.45764 2.48690 0.07183
N 1.74534 -0.69425 -2.01049
C 1.79906 -0.20865 -0.99629
H -3.12302 -1.12992 1.01942
H -3.07275 -2.13290 -0.52914
O -0.69932 -2.19684 0.02600
H 1.30058 2.16413 -1.17592
H 0.76654 2.44880 0.61839
*
```

Löwdin atomic charge list, values in e, 5 entries: -0.623, 0.248, 0.099, 0.074, -0.185

---

The following is a quantum chemistry calculation of a cluster of 2 separate species, C6H14NO in total, from the Open Molecules 2025 dataset.

Output
- energy above the lowest of the compared OMol25 structures with the same formula, charge and spin (kJ/mol) = 135.0
- HOMO (eV) = -12.306
- orbital gap (Eh) = 0.3340

```
! RIJCOSX wB97M-V def2-TZVPD def2/J DEFGRID3
* xyz 1 1
H -2.20838 -1.92512 -1.89753
H -0.86159 0.69927 2.71550
O 1.21513 1.89799 -2.42662
C -0.58355 -1.17357 0.15412
H 1.71867 2.20210 -0.17205
H -1.87515 -3.68920 -1.79200
H -0.31407 -3.33529 0.12261
C -0.01414 0.40247 2.09925
H 1.80378 0.56973 0.59124
H 0.92588 1.06437 -0.79486
N 1.30127 1.33012 0.13863
C 0.11772 1.50641 1.05224
C -0.88679 -2.53573 -0.32268
C -0.30314 -0.93921 1.43379
H -0.80483 1.72322 0.51648
H 1.35923 2.79768 -2.72098
H 0.91368 0.37431 2.67072
C -1.64824 -2.70612 -1.39518
H 0.94352 1.36794 -3.18665
H -0.62519 -0.35689 -0.56102
H 0.24034 2.44082 1.58949
H -0.41414 -1.71532 2.18552
*
```

Löwdin atomic charge list, values in e, 5 entries: 0.066, 0.131, -0.031, -0.127, 0.157

---

The following is a quantum chemistry calculation of an isolated molecule of C8H8N2O2, from the Open Molecules 2025 dataset.

Output
- energy above the lowest of the compared OMol25 structures with the same formula, charge and spin (kJ/mol) = 736.0
- HOMO (eV) = -7.632
- orbital gap (Eh) = 0.3016

```
! RIJCOSX wB97M-V def2-TZVPD def2/J DEFGRID3
* xyz 0 1
C -2.07019 -0.85776 -0.77684
H -2.28117 -0.63317 -1.75331
H -2.97359 -1.04096 -0.18119
H -1.90247 2.28847 1.27631
H 2.34880 -0.22190 1.76406
N -1.04086 -0.07345 -0.12192
C -1.32262 2.23767 0.30215
C 0.86782 0.96619 0.58025
C -0.74687 -1.37829 -0.34892
H 1.98166 -2.36015 0.60456
O 2.63145 0.12672 -1.49153
C 2.30541 -0.38978 -0.47437
O 0.49380 -3.23251 -0.82456
N 0.31658 -2.06388 -0.31487
C 1.53602 -1.51458 0.21448
H -1.98149 2.18792 -0.60373
C 1.70468 -0.13682 0.87300
C -0.44195 1.01656 0.23766
H -0.80416 3.17904 0.19862
H 1.37916 1.90069 0.84013
*
```

Löwdin atomic charge list, values in e, 5 entries: 0.084, 0.085, 0.121, 0.108, 0.160

---

The following is a quantum chemistry calculation of a cluster of 2 separate species, C5H12O in total, from the Open Molecules 2025 dataset.

Output
- energy above the lowest of the compared OMol25 structures with the same formula, charge and spin (kJ/mol) = 134.0
- HOMO (eV) = -8.923
- orbital gap (Eh) = 0.3624

```
! RIJCOSX wB97M-V def2-TZVPD def2/J DEFGRID3
* xyz 0 1
C 1.39131 -0.92285 -0.51930
O -3.86547 2.07567 4.86076
C 0.54083 -2.09688 -0.04966
H 2.30715 -1.28608 -0.99944
H -3.92152 1.38339 4.20268
H 1.08323 -2.82064 0.55732
H -0.37827 -1.81592 0.46098
H 1.35069 1.85534 -2.52450
C -0.57675 0.18390 -1.60415
H 1.50490 1.86366 -0.77695
H 0.28025 -2.65160 -0.96274
H 1.84812 -0.35411 0.30188
H -4.49723 1.95287 5.56317
C 1.70730 1.27099 -1.67321
H -1.14405 1.04818 -1.92379
C 0.74347 0.09598 -1.39798
H -1.10473 -0.76518 -1.63116
H 2.73077 0.98327 -1.88391
*
```

Löwdin atomic charge list, values in e, 5 entries: -0.258, -0.053, -0.113, 0.111, 0.029

---

The following is a quantum chemistry calculation of a cluster of 9 separate species, C18H54O9 in total, from the Open Molecules 2025 dataset.

Output
- energy above the lowest of the compared OMol25 structures with the same formula, charge and spin (kJ/mol) = 487.1
- HOMO (eV) = -9.426
- orbital gap (Eh) = 0.3459

```
! RIJCOSX wB97M-V def2-TZVPD def2/J DEFGRID3
* xyz 0 1
H -6.25134 -1.14423 1.82340
C 0.88308 0.76865 5.60011
H -1.25461 -2.42151 -3.37611
H 4.53871 -1.78394 -1.62056
H 2.48393 -4.10467 -1.07132
H 0.51151 0.04620 -0.99181
H 5.58823 -1.37282 -2.95100
H 1.43539 -1.22544 5.01480
H 2.96767 1.66370 0.14410
C -6.05549 -0.35711 1.09526
H -2.60103 -5.34961 -5.03424
H -1.85195 -0.82715 -1.21083
H 4.21700 1.86229 -2.06454
H 4.32446 2.89716 1.80108
H -5.28810 -0.68268 0.39297
C -2.64509 2.60600 2.88549
H 2.02467 -2.98910 -2.08666
C 2.13260 3.32233 -2.68134
H -2.16838 -3.33618 -5.69934
O 0.74819 -3.83530 0.93583
H -1.04456 -1.65142 4.92709
C 3.88731 0.02828 -2.70322
H -3.79950 1.36288 4.15240
H -2.39296 0.40348 -0.15058
H 2.16767 4.75741 -4.09499
H -1.94831 0.79380 -1.74218
C -1.72737 -3.37869 -3.59614
O 1.79992 2.07153 1.87540
H 2.11851 2.23792 -2.79065
H 1.11658 0.58826 6.64942
H -2.57058 3.51749 3.47854
H 3.98842 -2.05493 -3.14090
H 5.05641 1.32926 1.86107
O 4.70302 1.03779 -2.13922
H 2.72834 0.35372 1.19446
C -1.47734 -3.83790 -5.02197
C 2.90520 1.42921 1.20675
O -1.64961 -5.25493 -5.12049
C 4.55945 -1.30180 -2.59792
O 3.09269 3.53712 -1.68348
H 3.85979 4.03724 -3.96841
O -0.60888 -1.03946 5.52482
H -3.42347 2.74339 2.13491
C -7.34892 0.18122 0.40684
O -2.95809 0.35502 2.57555
H 3.71661 0.28520 -3.74866
H -2.10326 0.22556 2.15828
H 1.22351 -2.07855 -0.04684
H 2.61240 3.30235 -4.78447
O -5.50377 0.70104 1.81388
H 2.96978 0.08577 -2.11762
H 0.04433 1.44889 5.45220
C 2.78420 3.88479 -3.87929
H -4.56518 0.50629 1.86605
H 2.73632 3.98779 -0.91439
H 0.40914 1.11437 1.42517
H 1.02815 -4.46358 -1.93326
H 2.03139 2.98995 2.03197
O -0.14303 0.43862 1.02508
C 4.11349 1.85124 2.02391
C 0.70772 -3.00931 -0.28294
H 0.00322 1.66313 -0.53760
H -0.34186 -2.82668 -0.51350
H 1.13384 3.68627 -2.44023
H -2.10784 0.88767 4.33505
C 0.55687 -0.59028 4.90137
H -0.46745 -3.50154 -5.25666
C 1.53652 -3.66845 -1.38788
H 1.74860 1.15893 5.06468
C -2.84221 1.28870 3.63650
H 4.03952 1.89714 3.11043
C -0.21485 0.60397 -0.40073
C -1.62465 0.19068 -0.89390
H -1.65938 2.61184 2.42024
H -7.89066 -0.65053 -0.04352
H -2.81657 -3.40498 -3.56359
H -7.00654 0.81817 -0.40875
H -1.35302 -4.00764 -2.78844
H 0.46971 -0.37649 3.83610
H 0.03834 -3.57840 1.52890
H -8.03658 0.54557 1.17003
*
```

Löwdin atomic charge list, values in e, 5 entries: 0.105, -0.071, 0.066, 0.072, 0.076